No. 1
35
Properties=species:S:1:pos:R:3 method="wB97M-V/def2-TZVPD" largest_force_ha_per_bohr=0.063 homo_energy_ev=-4.912 e_above_lowest_ev=0.000 orbital_gap_ev=6.58 total_energy_ha=-1284.5787 total_charge=-1
C 3.4277 1.3725 -2.6486
C 2.4716 0.3031 -3.1100
O 1.3463 0.3467 -2.2225
C 0.4259 -0.6551 -2.3695
C -0.6543 -0.4474 -1.3302
C -1.7792 -1.3708 -1.5081
C -3.0741 -0.9607 -0.8313
O -1.7311 -2.3988 -2.1994
O 0.5225 -1.4696 -3.2693
H 4.2675 1.4584 -3.3443
H 2.9516 2.3562 -2.5706
H 3.8210 1.1137 -1.6578
H 2.1442 0.4772 -4.1421
H 2.9107 -0.6953 -3.0152
H -0.9404 0.6302 -1.2802
H -2.9695 -0.1402 -0.1130
H -3.7710 -0.6645 -1.6299
H -3.5225 -1.8230 -0.3235
O -1.8956 -1.2634 5.0550
N -1.6266 -0.1513 4.5633
O -1.9128 0.9316 5.1259
C -0.9561 -0.0691 3.2698
C -0.7182 1.1705 2.6649
C -0.1501 1.2429 1.3641
N 0.2819 2.5491 0.9284
O 0.1126 3.5222 1.6990
O 0.8410 2.6480 -0.1889
C 0.1033 0.0928 0.5212
C 0.0331 -1.1332 1.2455
N 0.5596 -2.3126 0.8378
O 0.3281 -3.1576 1.9435
N -0.3430 -2.5325 2.9876
C -0.4770 -1.2431 2.5584
H -0.9470 2.0961 3.2011
H 0.9200 0.1771 -0.2110

=====

No. 2
44
Properties=species:S:1:pos:R:3 method="wB97M-V/def2-TZVPD" largest_force_ha_per_bohr=0.074 homo_energy_ev="-10.882 / -10.877" multiplicity=3 orbital_gap_ev="5.64 / 6.38" total_energy_ha=-4749.0216 total_charge=+1
V -1.4173 -0.2842 1.3938
O 3.1628 -3.2677 -1.8942
C 2.0283 -3.4688 -2.3763
O 1.5851 -3.7192 -3.4949
C 0.9258 -3.3076 -1.2096
C 1.3520 -3.1015 0.0391
C 0.5741 -2.4212 0.9796
N -0.5774 -1.9395 0.5686
C -1.1919 -2.2442 -0.5797
C -0.4352 -3.0122 -1.5710
C -2.5273 -1.5606 -0.7435
O -3.3084 -1.8265 -1.6279
O -2.7709 -0.6433 0.2610
H 2.3780 -3.3393 0.3127
H 0.8948 -2.2129 2.0127
H -0.7592 -3.3076 -2.5768
F -0.2019 -0.0379 3.0166
As -1.6869 0.3239 4.2735
F -0.8055 1.6543 4.8260
F -3.1673 0.7664 4.9797
F -0.9345 -0.8742 5.2828
F -2.3600 -0.9586 3.2326
F -2.0313 1.2631 2.7279
C 1.5137 2.6382 -0.0760
C 0.5458 1.8271 0.7930
N -0.1642 0.9469 -0.0774
C -1.1106 1.7326 -0.9152
C -0.3491 2.8568 -1.5614
N 1.1376 2.4823 -1.5051
C 1.3942 1.0703 -1.9626
C 0.8388 0.1856 -0.8980
H 2.4781 2.3463 0.1780
H 1.3503 3.7172 -0.0116
H -0.1214 2.4917 1.3093
H 1.1941 1.2509 1.5022
H -1.9919 2.0429 -0.3343
H -1.4817 1.0096 -1.6570
H -0.3659 3.8235 -1.1542
H -0.5707 3.0454 -2.6320
H 1.5867 3.0891 -2.1611
H 2.4680 0.8032 -2.0380
H 0.9521 0.9482 -2.9913
H 1.5787 -0.1612 -0.2340
H 0.3916 -0.6270 -1.4058

=====

No. 3
57
Properties=species:S:1:pos:R:3 method="wB97M-V/def2-TZVPD" largest_force_ha_per_bohr=0.107 homo_energy_ev="-0.669 / -0.662" e_above_lowest_ev=0.000 orbital_gap_ev="3.37 / 3.38" total_energy_ha=-2750.9990 total_charge=-1
Sc -0.0810 0.2795 0.1055
Cl -0.0962 -1.9641 0.6566
N 1.8811 0.5997 0.8429
N -2.1723 0.2625 -0.3059
C 2.9091 0.9331 0.0999
C -2.6933 0.1343 -1.5027
C 2.2915 0.5858 2.2791
C 3.5928 1.3726 2.1790
C 2.5062 -0.8595 2.7242
C 1.2552 1.2488 3.1684
H 2.8984 -1.4566 1.8904
H 1.5599 -1.3085 3.0507
H 3.2281 -0.8533 3.5461
H 1.2309 2.3241 2.9689
H 1.4714 1.0781 4.2249
H 0.2417 0.8534 2.9831
C -3.2801 0.2883 0.6965
C -4.4441 -0.1771 -0.1430
C -3.5486 1.7177 1.1104
C -2.9749 -0.5862 1.9159
H -2.7289 -1.6009 1.5818
H -3.8718 -0.6031 2.5438
H -2.1343 -0.2025 2.5192
H -3.5860 2.4006 0.2468
H -2.7213 2.0497 1.7176
H -4.3676 1.8220 1.8292
O -3.9972 -0.0494 -1.5458
H -5.3468 0.4456 -0.0262
H -4.6442 -1.2425 0.0325
O 3.9922 1.2969 0.7501
H 4.4185 0.9627 2.7787
H 3.4239 2.4442 2.3939
C 2.8822 0.9662 -1.4101
C -1.9011 0.1717 -2.7895
C -0.5005 -0.3881 -2.5919
H -1.8237 1.2479 -3.0544
H -2.4772 -0.3763 -3.5404
C 0.5231 0.4979 -2.1742
C 1.8260 0.0003 -1.9293
H 0.3332 1.5978 -2.1502
C 2.1182 -1.3500 -2.1521
C 1.1001 -2.2028 -2.6062
C 3.4718 -1.9181 -1.8131
C -0.2100 -1.7418 -2.8120
H 1.3154 -3.2693 -2.7400
C -1.3034 -2.7226 -3.1454
H -0.8614 -3.7078 -3.3443
H -1.8779 -2.4132 -4.0266
H -1.9975 -2.8347 -2.2966
H 4.2854 -1.3427 -2.2713
H 3.5316 -2.9566 -2.1653
H 3.6282 -1.9321 -0.7209
H 3.8923 0.7368 -1.7587
H 2.5950 2.0018 -1.6875
S -1.4025 4.4001 2.7403
C -0.8255 3.1640 1.8949
N -0.5338 2.1759 1.2321

=====

No. 4
16
Properties=species:S:1:pos:R:3 method="wB97M-V/def2-TZVPD" largest_force_ha_per_bohr=0.156 homo_energy_ev="-13.051 / -13.049" e_above_lowest_ev=6.142 multiplicity=5 orbital_gap_ev="7.00 / 5.96" total_energy_ha=-561.4804 total_charge=+1
C -0.0152 -0.8525 -1.4259
C 0.4985 0.1991 -0.8115
C -0.1291 1.5572 -0.6825
C -1.3988 1.6477 0.1604
O -1.1873 1.4514 1.5095
Ir -0.0371 0.7467 2.5271
H 1.4761 0.0734 -0.3302
H -0.3783 2.0372 -1.6385
H 0.7126 2.2175 -0.4097
H -2.2261 1.0056 -0.2015
H -1.8208 2.6601 -0.0009
O 0.2549 -2.1689 -1.2719
H 1.4124 -2.8961 -1.0677
C 1.0077 -3.2402 0.2015
C 1.0116 -2.6868 1.3289
O 0.8190 -1.7515 2.1127

=====

No. 5
9
Properties=species:S:1:pos:R:3 method="wB97M-V/def2-TZVPD" largest_force_ha_per_bohr=0.075 homo_energy_ev="-4.774 / -10.512" e_above_lowest_ev=4.029 multiplicity=3 orbital_gap_ev="5.29 / 6.87" total_energy_ha=-877.5966 total_charge=0
C 0.8895 0.6000 0.5470
N 1.9997 1.1292 0.6451
F 0.5625 -0.4122 1.6524
P -0.8285 -1.5184 -0.6297
P -0.7715 0.5613 -0.1793
H 2.2138 1.7932 -0.0593
H -1.4972 -1.8567 0.7313
H -2.0816 -1.3446 -1.2755
H -0.4868 1.0481 -1.4320

=====

No. 6
27
Properties=species:S:1:pos:R:3 method="wB97M-V/def2-TZVPD" largest_force_ha_per_bohr=0.022 homo_energy_ev=-8.179 e_above_lowest_ev=3.627 smiles="C[C@H](O)c1ccc[nH]1.CC1C=C1" orbital_gap_ev=9.00 total_energy_ha=-519.9276 total_charge=0
C -0.7963 -3.1192 -1.4530
C -0.4094 -1.6381 -1.3363
O 0.3675 -1.2262 -2.4357
C 0.2916 -1.3804 -0.0335
C 1.5683 -0.9575 0.2334
C 1.7241 -0.9366 1.6360
C 0.5425 -1.3513 2.1794
N -0.3188 -1.6227 1.1618
H -1.1732 -3.3187 -2.4543
H -1.5697 -3.3734 -0.7310
H 0.0700 -3.7480 -1.2682
H -1.3169 -1.0220 -1.3975
H 1.2219 -1.6690 -2.3848
H 2.3143 -0.6723 -0.4820
H 2.6110 -0.6531 2.1668
H 0.2469 -1.4787 3.2022
H -1.2756 -1.9139 1.2691
C 0.2678 3.9193 0.2963
C 0.0455 2.4222 0.3544
C -0.7567 1.7982 1.4557
C -1.3403 1.8532 0.2953
H 0.3223 4.2521 -0.7377
H 1.2003 4.1883 0.7867
H -0.5455 4.4476 0.7843
H 0.8599 1.8484 -0.0824
H -0.7621 1.5258 2.4820
H -2.1815 1.6675 -0.3259

=====

No. 7
21
Properties=species:S:1:pos:R:3 method="wB97M-V/def2-TZVPD" largest_force_ha_per_bohr=0.024 homo_energy_ev=-12.297 e_above_lowest_ev=3.308 orbital_gap_ev=8.35 total_energy_ha=-419.9039 total_charge=+1
O 2.0599 -1.8784 0.2895
C 1.0925 -1.5185 0.8994
C 1.2821 -0.3466 1.8689
N 2.7678 -0.0439 1.8285
H 0.0871 -1.9390 0.7943
H 0.8032 0.5605 1.5008
H 0.9021 -0.5593 2.8645
H 3.2154 -0.1391 2.7360
H 3.1038 -0.7995 1.1744
H 2.9472 0.8902 1.4787
C -1.7885 1.9784 -1.4210
N -1.0602 0.7104 -1.3415
C -1.9397 -0.4321 -1.5287
O -1.3094 -1.6421 -1.2494
H -2.2448 2.0332 -2.4080
H -1.0820 2.8021 -1.3306
H -2.5536 2.1119 -0.6486
H -0.6889 0.6244 -0.3971
H -2.8230 -0.3748 -0.8723
H -2.3235 -0.3798 -2.5560
H -0.4477 -1.6579 -1.6817

=====

No. 8
110
Properties=species:S:1:pos:R:3 method="wB97M-V/def2-TZVPD" largest_force_ha_per_bohr=0.032 homo_energy_ev="-3.438 / -4.304" e_above_lowest_ev=1.287 multiplicity=5 orbital_gap_ev="5.90 / 6.76" total_energy_ha=-5457.5450 total_charge=-1
Fe -0.0165 0.0125 -0.1010
C 0.3419 4.6883 4.3808
C 0.8389 3.7997 3.2584
O -0.2101 2.8991 2.8943
P 0.1619 1.4080 2.3503
S -1.6092 0.7324 1.7644
S 1.7417 1.4700 1.1651
O 0.6309 0.6809 3.7272
C -0.1598 0.8425 4.9184
C -1.1058 -0.3150 5.1896
H 1.1200 5.4013 4.6573
H 0.0826 4.0866 5.2526
H -0.5455 5.2376 4.0656
H 1.7274 3.2397 3.5618
H 1.1004 4.3904 2.3768
H -0.7320 1.7698 4.8441
H 0.5632 0.9373 5.7315
H -1.7263 -0.5013 4.3151
H -1.7554 -0.0614 6.0305
H -0.5489 -1.2162 5.4261
C -0.8674 -0.7266 -4.5234
C -0.3796 0.6459 -4.0106
C 1.1650 0.7006 -4.0621
C -0.8759 1.6488 -5.0678
Si -0.9872 1.0428 -2.1312
C -2.9446 0.6315 -2.0191
C -3.7057 1.5505 -1.0581
C -3.1037 -0.8086 -1.5130
C -3.6655 0.7573 -3.3693
C -0.7382 3.0221 -1.9793
C 0.7194 3.3632 -2.3041
C -1.0195 3.5473 -0.5719
C -1.6517 3.8282 -2.9206
H -0.2859 -1.0137 -5.4093
H -1.9121 -0.6844 -4.8299
H -0.7639 -1.5067 -3.7795
H 1.5716 -0.1288 -4.6502
H 1.6309 0.6732 -3.0861
H 1.5076 1.6216 -4.5357
H -0.5744 1.2918 -6.0623
H -0.4271 2.6322 -4.9333
H -1.9623 1.7546 -5.0663
H -3.3061 1.5036 -0.0509
H -4.7562 1.2302 -1.0127
H -3.6971 2.5873 -1.3942
H -2.6596 -0.9112 -0.5201
H -2.6043 -1.5223 -2.1697
H -4.1674 -1.0747 -1.4448
H -3.5315 1.7528 -3.7989
H -4.7446 0.5990 -3.2303
H -3.3220 0.0176 -4.0889
H 1.4115 2.7576 -1.7153
H 0.9163 4.4183 -2.0720
H 0.9495 3.2097 -3.3597
H -0.3251 3.1215 0.1394
H -2.0317 3.3369 -0.2330
H -0.8771 4.6372 -0.5551
H -1.5219 3.5630 -3.9673
H -1.4291 4.9014 -2.8228
H -2.7045 3.6886 -2.6676
C -3.5072 -4.5731 3.0983
C -3.6479 -3.2439 2.7384
C -2.5989 -2.5676 2.1256
C -1.3939 -3.2091 1.8633
C -1.2692 -4.5570 2.2175
C -2.3119 -5.2293 2.8309
P 0.0433 -2.2619 1.1640
C 1.1746 -2.3246 2.6238
C 2.4293 -1.7359 2.4687
C 3.3485 -1.7295 3.5042
C 3.0311 -2.3061 4.7240
C 1.7859 -2.8910 4.8953
C 0.8642 -2.8919 3.8577
C 0.7400 -3.6896 0.2144
C -0.1492 -4.4089 -0.5910
C 0.2492 -5.5747 -1.2175
C 1.5523 -6.0356 -1.0685
C 2.4527 -5.3059 -0.3127
C 2.0507 -4.1403 0.3298
H -4.3177 -5.0973 3.5896
H -4.5776 -2.7256 2.9388
H -2.7193 -1.5276 1.8567
H -0.3412 -5.0795 2.0256
H -2.1874 -6.2682 3.1125
H 2.7070 -1.2807 1.5322
H 4.3097 -1.2535 3.3545
H 3.7452 -2.2904 5.5388
H 1.5260 -3.3486 5.8430
H -0.1056 -3.3344 4.0264
H -1.1577 -4.0342 -0.7181
H -0.4560 -6.1381 -1.8176
H 1.8598 -6.9511 -1.5596
H 3.4759 -5.6458 -0.2054
H 2.7727 -3.5815 0.9095
O -0.0694 -1.5283 -1.6422
C 1.1862 -1.5640 -1.7145
N 1.8848 -0.7621 -0.9007
S 3.4836 -0.8204 -1.2590
O 4.2748 -1.2440 -0.1306
O 3.9178 0.3892 -1.9067
C 3.3436 -2.1270 -2.4571
C 4.3207 -2.7900 -3.1572
C 3.9206 -3.7383 -4.0932
C 2.5655 -3.9880 -4.2955
C 1.5923 -3.3205 -3.5721
C 1.9856 -2.3712 -2.6382
H 5.3667 -2.5705 -2.9841
H 4.6567 -4.2769 -4.6752
H 2.2692 -4.7256 -5.0313
H 0.5426 -3.5268 -3.7257

=====

No. 9
15
Properties=species:S:1:pos:R:3 method="wB97M-V/def2-TZVPD" largest_force_ha_per_bohr=0.023 homo_energy_ev=-8.377 e_above_lowest_ev=4.060 smiles="C[C@H]1C(=C=N)N1C" orbital_gap_ev=9.18 total_energy_ha=-304.6863 total_charge=0
C 0.7240 -0.1708 -2.0872
C -0.0357 -0.0221 -0.8067
C 0.4105 -0.7174 0.3805
C 0.1198 -1.7044 1.1497
N -0.6851 -2.3853 1.8154
N 0.6335 0.6599 0.3239
C -0.1768 1.4884 1.2166
H 1.7322 -0.5206 -1.8535
H 0.2329 -0.9186 -2.7189
H 0.7780 0.7772 -2.6227
H -1.1250 0.1112 -0.8718
H -1.4868 -1.7465 1.7253
H -1.2419 1.2028 1.2385
H -0.0942 2.5219 0.8734
H 0.2144 1.4241 2.2376

=====

No. 10
105
Properties=species:S:1:pos:R:3 method="wB97M-V/def2-TZVPD" largest_force_ha_per_bohr=0.061 homo_energy_ev=-8.942 e_above_lowest_ev=0.000 orbital_gap_ev=7.70 total_energy_ha=-103591.5892 total_charge=0
C -2.6359 -1.6729 -1.8625
C -3.3638 -0.8758 -2.6882
C -4.3321 0.1508 -2.2713
C -5.1766 0.0534 -1.1474
C -5.1241 -1.1867 -0.2718
C -6.0902 1.0836 -0.8215
O -6.8571 0.9290 0.3068
B -6.1332 1.4246 1.4323
O -6.3775 2.6918 1.9054
O -5.1522 0.6619 2.0638
C -6.2214 2.2292 -1.6425
S -7.3949 3.5444 -1.3256
O -7.7997 4.2532 -2.5063
O -6.8240 4.4095 -0.3262
C -8.9859 2.8796 -0.5945
F -8.8734 2.6010 0.6956
F -9.8262 3.9181 -0.6683
C -9.6705 1.7153 -1.3642
F -9.0742 0.5358 -1.1754
F -10.9116 1.6064 -0.8493
C -9.8434 1.9033 -2.8975
F -8.7018 1.7421 -3.5508
F -10.4164 3.0339 -3.2324
F -10.6522 0.9102 -3.3045
C -5.3704 2.3159 -2.7460
C -4.4546 1.3082 -3.0656
C -3.7020 1.6747 -4.3171
O -2.7477 1.1675 -4.8185
N -4.3949 2.7972 -4.8448
Cl -5.0781 2.6512 -6.3893
C -5.1816 3.3952 -3.8043
O -5.4963 4.5380 -3.8438
H -2.0130 -1.3288 -1.0408
H -2.6200 -2.7450 -2.0747
H -3.1939 -0.9654 -3.7646
H -4.8573 -2.0641 -0.8648
H -4.3478 -1.0900 0.4893
H -6.0799 -1.3737 0.2177
H -6.7062 2.6787 2.8093
H -4.3212 1.1220 1.8930
C 0.1506 -1.3185 1.6080
Br 1.5568 -0.4855 0.5990
Br -1.4542 -0.2466 1.6218
Br -0.1975 -3.1134 1.0059
H 0.4938 -1.3891 2.6321
C 4.5081 -0.1125 3.9506
Br 2.5995 -0.0554 4.2054
Br 5.0345 -1.6340 2.8900
Br 5.1734 1.5300 3.2015
H 4.9567 -0.2316 4.9248
C 9.3276 1.6694 2.7305
Br 8.3042 2.0895 1.1519
Br 9.1546 3.0475 4.0679
Br 8.8738 -0.0685 3.4309
H 10.3672 1.6348 2.4381
C 6.9717 -2.7994 -0.4267
Br 8.3210 -3.9194 0.3808
Br 7.2858 -0.9297 -0.0979
Br 6.7760 -3.1495 -2.3092
H 6.0318 -3.0525 0.0451
C 3.3937 -1.6384 8.1165
Br 1.4696 -1.5944 8.2445
Br 3.9999 -3.1400 7.0710
Br 4.1020 0.0246 7.4514
H 3.7777 -1.7689 9.1184
C 4.5930 4.7213 0.3276
Br 4.3125 2.8595 -0.0711
Br 2.9298 5.6907 0.4117
Br 5.6434 4.9564 1.9297
H 5.1646 5.1375 -0.4917
C 11.0637 -6.4278 -1.5462
Br 10.3598 -6.2417 -3.3309
Br 11.3474 -8.2764 -1.0793
Br 12.6602 -5.3738 -1.2972
H 10.3163 -6.0392 -0.8687
C 5.6245 -2.8334 -6.4486
Br 6.7206 -1.4736 -5.6346
Br 6.1841 -4.6005 -5.9168
Br 3.7528 -2.5392 -6.0984
H 5.7652 -2.7609 -7.5175
C 6.2714 3.8240 -3.7342
Br 5.9407 2.0281 -4.3516
Br 4.6364 4.8240 -3.5247
Br 7.3299 3.8481 -2.1217
H 6.8526 4.3207 -4.4976
C 9.9664 5.6588 -5.4703
Br 10.6196 6.5778 -3.9085
Br 10.0837 3.7440 -5.2689
Br 8.1824 6.2288 -5.9367
H 10.6094 5.9320 -6.2948
C 1.2960 -5.1760 9.3670
Br 2.0776 -6.1889 10.8081
Br 1.3509 -6.1397 7.7017
Br -0.4948 -4.5964 9.7882
H 1.8958 -4.2853 9.2396
C -1.0799 -4.0304 5.1871
Br -1.3736 -5.9123 4.9006
Br 0.6670 -3.4840 4.5818
Br -2.4737 -2.9588 4.3955
H -1.1132 -3.8604 6.2551
C -12.2661 -1.7243 -1.0848
Br -11.3028 -2.6335 0.3167
Br -12.3976 -2.8026 -2.6763
Br -13.9958 -1.1204 -0.4870
H -11.6950 -0.8438 -1.3433